Entry 1:
{"formula": "C14H21F3O11Si", "method": "the ωB97M-V functional and the def2-TZVPD basis", "molar_mass_da": 450.4, "smiles": "C[C@@H](O)C[SiH2]CC=O.O=C1OC[C@@H](F)O1.O=C1OC[C@@H](F)O1.O=C1OC[C@@H](F)O1", "total_energy_ev": -53410.9948, "homo_energy_ev": -10.1, "elements": ["C", "C", "O", "C", "Si", "C", "C", "O", "H", "H", "H", "H", "H", "H", "H", "H", "H", "H", "H", "H", "O", "C", "O", "C", "C", "F", "O", "H", "H", "H", "O", "C", "O", "C", "C", "F", "O", "H", "H", "H", "O", "C", "O", "C", "C", "F", "O", "H", "H", "H"], "coordinates": [[4.219, 3.570, -0.530], [2.911, 4.305, -0.193], [3.189, 5.659, 0.138], [1.899, 4.185, -1.329], [0.273, 5.107, -1.081], [-0.970, 4.226, 0.037], [-1.790, 3.220, -0.712], [-1.380, 2.596, -1.692], [4.342, 2.670, 0.062], [4.263, 3.291, -1.578], [5.046, 4.229, -0.296], [2.497, 3.859, 0.709], [2.937, 6.231, -0.585], [1.703, 3.126, -1.493], [2.376, 4.535, -2.245], [0.583, 6.406, -0.435], [-0.324, 5.425, -2.396], [-1.643, 4.977, 0.449], [-0.506, 3.751, 0.893], [-2.791, 3.007, -0.300], [-0.776, 2.032, 2.379], [-0.060, 1.313, 1.771], [-0.480, 0.253, 1.045], [0.634, -0.251, 0.296], [1.809, 0.258, 1.099], [2.869, 0.567, 0.316], [1.289, 1.450, 1.674], [0.627, 0.184, -0.705], [0.586, -1.335, 0.228], [2.140, -0.408, 1.896], [-1.981, -3.604, 0.415], [-2.602, -2.794, -0.187], [-2.856, -2.847, -1.511], [-3.737, -1.766, -1.846], [-3.483, -0.800, -0.711], [-4.589, -0.098, -0.373], [-3.137, -1.672, 0.356], [-4.770, -2.116, -1.840], [-3.491, -1.363, -2.824], [-2.660, -0.104, -0.885], [2.291, -7.261, 2.165], [1.189, -7.184, 1.747], [0.149, -6.612, 2.396], [-0.971, -6.557, 1.499], [-0.638, -7.658, 0.519], [-1.065, -7.383, -0.738], [0.779, -7.671, 0.540], [-1.000, -5.583, 1.014], [-1.899, -6.720, 2.038], [-1.005, -8.647, 0.803]], "forces_ev_per_angstrom": [[-0.1429, 0.0869, 0.1946], [0.2353, -0.2592, -0.2043], [0.0778, 0.0959, 0.3405], [-0.1876, 0.0327, 0.2069], [0.4022, 0.1011, 0.0526], [-0.3028, 0.4066, -0.8145], [0.8331, -1.0700, -0.8299], [-0.5970, 0.8091, 1.3785], [-0.0507, -0.1790, 0.0496], [0.0812, 0.0098, -0.2136], [0.1858, 0.0887, -0.0199], [-0.1383, -0.0044, 0.2002], [-0.0520, 0.1471, -0.2486], [-0.1241, -0.1581, -0.0806], [0.0337, 0.1185, -0.1817], [-0.0819, 0.0017, -0.0183], [-0.1340, -0.1189, 0.0300], [-0.0999, 0.0418, 0.1708], [0.1456, -0.1265, 0.1785], [-0.0814, -0.0008, -0.1571], [-0.0215, 0.1254, 0.1662], [-0.0723, -0.0584, -0.2811], [0.1144, -0.1130, -0.1029], [-0.1416, -0.1821, -0.0961], [0.0066, 0.1575, -0.0324], [-0.0554, 0.0647, 0.0043], [0.0376, -0.2305, 0.1867], [0.0763, 0.0745, 0.0126], [-0.1081, 0.0075, 0.1363], [0.1007, 0.0137, -0.0289], [0.0776, -0.1388, 0.1302], [-0.1555, 0.1224, -0.0651], [-0.0710, 0.0677, -0.0595], [0.0194, -0.0404, -0.1663], [-0.0796, 0.0408, 0.1325], [0.0124, -0.0693, 0.0308], [0.2063, 0.0830, -0.1325], [-0.0232, 0.0391, 0.0807], [0.1432, -0.0886, 0.0100], [-0.0726, 0.1136, 0.0411], [0.2013, 0.0082, 0.0223], [-0.1548, 0.1095, -0.0573], [-0.0924, -0.0292, -0.0670], [-0.0656, 0.0976, 0.1333], [0.1481, 0.0678, -0.0929], [0.0678, 0.0272, 0.0327], [-0.1325, -0.1734, 0.1212], [-0.0184, -0.0521, -0.1283], [0.1048, -0.0536, 0.1400], [-0.0540, -0.0136, -0.1042]]}

---

Entry 2:
{"formula": "C7H11N2", "method": "the ωB97M-V functional and the def2-TZVPD basis", "molar_mass_da": 123.2, "multiplicity": 3, "total_energy_ev": -10405.2559, "charge": 1, "homo_energy_ev": [-8.6, -13.5], "elements": ["C", "C", "C", "C", "C", "C", "C", "N", "N", "H", "H", "H", "H", "H", "H", "H", "H", "H", "H", "H"], "coordinates": [[0.118, -2.766, -1.500], [-0.845, -2.788, -0.503], [0.905, -1.704, -1.274], [-0.677, -1.663, 0.291], [0.278, 0.972, 1.442], [-0.228, 2.160, 0.604], [0.654, 0.280, 0.157], [0.422, -0.993, -0.194], [-0.253, 1.314, -0.627], [0.320, -3.607, -2.238], [-1.567, -3.581, -0.294], [1.809, -1.457, -1.936], [-1.033, -1.381, 1.254], [1.171, 1.120, 2.103], [-0.560, 0.261, 1.929], [-1.175, 2.632, 0.749], [0.549, 3.008, 0.469], [1.676, 0.498, -0.231], [-1.200, 0.971, -0.780], [0.045, 1.670, -1.577]], "forces_ev_per_angstrom": [[-2.9632, -4.8215, -0.0480], [-0.4438, -4.2351, -2.9140], [4.2366, 2.3383, -3.0372], [-0.6199, 2.3246, 1.7655], [-1.0021, -1.9521, 1.4510], [1.8099, 1.8085, -0.4234], [3.1279, -0.0096, -2.0037], [0.4470, 0.8073, 2.4060], [-0.9357, 1.5214, -2.2318], [-0.4009, 1.4711, 1.0501], [0.3399, 0.3891, -0.3047], [-1.3879, 0.0517, 1.6629], [-0.3980, -0.4804, 0.4050], [-1.2152, -0.0343, -0.3368], [1.8317, 2.3891, -0.5969], [-0.5642, 0.0884, 0.5577], [-1.1672, -1.5700, 0.3461], [-0.5882, 0.4422, 0.5687], [-0.0063, -0.3795, 0.1319], [-0.1004, -0.1493, 1.5517]]}